Entry 1:
79
Properties=species:S:1:pos:R:3:forces:R:3 method="wB97M-V/def2-TZVPD" s_squared=2.010 spin_multiplicity=3 homo_lumo_gap_ev="9.4 / 8.3" max_force_ha_per_bohr=0.099
C -1.2740 1.3186 0.6516 1.2 1.3 0.2
O -1.1042 0.8866 -0.7506 3.0 0.4 0.8
B 0.3410 0.9911 -1.1605 -1.4 0.6 0.3
O 1.0092 2.2982 -1.3585 -1.1 -2.2 2.4
C 1.0926 -0.4888 -1.3981 0.1 0.7 -2.0
C 2.6356 -0.3264 -1.9640 0.9 -1.3 -0.1
N 2.7452 0.5582 -3.2003 0.8 0.0 0.5
O 0.9544 -1.4031 -0.2551 1.3 1.9 0.3
C 1.5835 -0.8810 0.9669 0.6 -0.9 1.4
H -1.5061 0.4486 1.4051 0.2 1.6 -1.8
H -2.0503 2.1968 0.6647 1.4 -1.9 0.3
H -0.2177 1.7617 0.9826 -2.4 -0.7 -0.1
H 1.0160 2.8035 -0.4854 -0.3 -0.7 -1.7
H 0.4793 -0.9862 -2.2934 1.3 0.9 1.9
H 3.4064 0.0494 -1.1673 -1.7 -0.8 -1.1
H 2.9842 -1.4214 -2.2840 -0.7 2.3 0.8
H 3.0971 1.5191 -2.9615 -0.7 -1.4 -0.1
H 3.4410 0.1832 -3.8904 -1.0 0.2 1.2
H 2.6522 -0.4246 0.8227 -2.1 -0.8 -0.1
H 0.9377 -0.1152 1.5732 0.9 -1.3 -1.4
H 1.7299 -1.8211 1.6882 -0.4 2.0 -1.7
C -1.5568 5.0946 5.5831 -0.2 0.2 0.0
C -0.4029 4.4548 4.7595 -0.7 -0.5 1.8
C 0.9609 5.0175 5.2517 0.1 0.1 -0.4
C 1.2162 6.4557 4.8048 0.0 0.0 0.0
C 1.0433 6.6045 3.2965 0.1 -0.3 0.2
C -0.3141 6.0630 2.7774 -0.7 1.7 -0.9
N -0.6280 4.6889 3.2920 4.3 -2.3 -1.7
O 0.1794 3.7781 2.5851 -2.5 2.2 1.7
C -1.4552 7.0399 3.1686 -0.1 0.0 0.3
C -0.3050 6.1312 1.2144 0.2 -0.7 0.2
C -0.4784 2.9384 5.1372 0.3 0.0 -0.7
H -1.7548 4.5385 6.5078 0.3 0.0 -0.3
H -1.3409 6.1151 5.9012 0.0 0.0 -0.1
H -2.4978 5.0967 5.0209 0.2 0.0 0.0
H 1.7806 4.3893 4.8785 -0.2 0.0 -0.1
H 1.0153 4.9695 6.3456 -0.3 -0.1 -0.1
H 0.5511 7.1469 5.3322 0.0 0.0 0.0
H 2.2363 6.7466 5.0842 -0.2 0.0 0.0
H 1.1555 7.6633 3.0280 -0.3 -0.2 -0.1
H 1.8703 6.0777 2.8011 -0.3 -0.1 0.0
H -2.4368 6.6320 2.8941 0.2 0.0 0.1
H -1.3473 7.9996 2.6487 0.2 -0.3 -0.1
H -1.4746 7.2893 4.2290 0.0 -0.1 0.0
H 0.5331 5.5806 0.7719 -0.2 0.0 0.2
H -0.2065 7.1669 0.8667 -0.1 -0.1 0.4
H -1.2371 5.7321 0.7958 0.2 0.0 0.1
H -1.4335 2.5008 4.8239 0.1 0.1 0.0
H -0.3893 2.8008 6.2225 -0.1 0.4 -0.2
H 0.3320 2.3480 4.6944 -0.2 0.2 -0.1
C -2.4062 -5.1139 -4.4408 -0.1 0.2 0.1
C -1.1791 -6.0560 -4.6017 -1.7 0.0 -0.9
C -1.3941 -7.3395 -3.7503 0.4 0.1 0.1
C -1.2260 -7.1032 -2.2505 0.0 0.0 0.0
C 0.1061 -6.4262 -1.9438 0.0 -0.2 -0.3
C 0.3434 -5.1350 -2.7695 0.3 1.4 1.5
N 0.0817 -5.3245 -4.2348 3.2 -3.9 -0.7
O 1.1656 -6.0472 -4.7679 -2.8 2.3 1.1
C -0.5503 -3.9892 -2.2238 -0.3 0.0 0.0
C 1.7942 -4.6261 -2.4797 0.0 -0.5 -0.6
C -1.2161 -6.4531 -6.1145 0.8 -0.1 0.2
H -3.2022 -5.3554 -5.1560 0.3 -0.2 0.1
H -2.8721 -5.1821 -3.4572 0.1 0.1 0.0
H -2.1361 -4.0679 -4.6265 0.0 -0.2 0.1
H -0.6822 -8.1163 -4.0593 0.0 0.2 -0.1
H -2.3929 -7.7516 -3.9361 0.1 0.2 -0.2
H -2.0543 -6.5037 -1.8597 0.0 0.0 0.0
H -1.2749 -8.0644 -1.7242 0.0 0.1 -0.1
H 0.1527 -6.2020 -0.8699 0.1 0.2 -0.3
H 0.9119 -7.1473 -2.1373 0.0 0.2 -0.2
H -0.4695 -3.0915 -2.8508 0.0 -0.3 0.1
H -0.2475 -3.7028 -1.2093 0.2 -0.1 -0.3
H -1.6039 -4.2550 -2.1439 0.1 0.0 -0.1
H 2.5588 -5.3798 -2.7001 -0.3 0.1 -0.2
H 1.9163 -4.3691 -1.4203 -0.4 0.0 -0.2
H 2.0214 -3.7257 -3.0637 -0.1 -0.2 0.0
H -1.0852 -5.5741 -6.7566 0.0 -0.1 0.2
H -2.1775 -6.9147 -6.3742 0.1 0.2 0.4
H -0.4499 -7.1904 -6.3806 0.0 0.3 0.2

Entry 2:
87
Properties=species:S:1:pos:R:3:forces:R:3 method="wB97M-V/def2-TZVPD" smiles="CCCN[C@]1([PH2]=N)[C@@H](I)OC(=O)[C@]1(C[C@@H](C)Cl)[PH2]=O.CN(C)C=O.CN(C)C=O.CN(C)C=O.CN(C)C=O" homo_lumo_gap_ev=8.3 max_force_ha_per_bohr=0.100
C 1.5478 -3.5945 -1.2242 0.2 0.2 -0.1
C 1.8639 -2.5828 -2.4428 -0.9 0.7 0.3
C 1.3930 -1.0638 -2.0880 1.2 -1.8 0.9
N -0.1047 -1.0724 -2.0946 0.4 0.9 -1.8
C -0.7005 -0.2315 -3.1720 -1.8 0.7 1.9
P -0.3016 -0.5823 -5.0129 3.0 -0.4 -1.5
N 1.2755 -0.7954 -5.2835 -1.3 0.4 0.2
C -0.3775 1.3086 -2.8314 0.0 0.3 1.3
I 0.8140 2.5167 -4.2159 -0.2 -0.2 0.3
O -1.6410 2.0031 -2.6479 -0.8 -1.2 -2.4
C -2.6336 1.2100 -3.3479 -1.8 -0.6 -0.8
O -3.4759 1.5555 -4.1877 3.6 -0.9 3.6
C -2.2910 -0.2737 -2.7646 0.7 1.1 -2.2
C -3.0977 -1.4752 -3.4560 -0.2 -0.2 0.2
C -4.0282 -2.3261 -2.4696 -0.9 0.5 0.0
C -5.5058 -1.7420 -2.2603 -0.9 -0.7 0.3
Cl -4.2489 -4.0027 -3.2666 0.4 1.0 0.4
P -2.4127 -0.0268 -0.8874 -3.4 1.4 1.9
O -3.7550 0.6693 -0.5067 2.7 -1.6 -1.3
H 0.5566 -4.1622 -1.3416 1.4 0.8 -0.1
H 2.4057 -4.3408 -1.1877 -1.4 0.9 0.2
H 1.4872 -3.0521 -0.2175 0.3 -0.8 -1.5
H 2.9714 -2.5714 -2.7375 -1.7 -0.2 0.4
H 1.1802 -2.9122 -3.3152 1.6 0.6 0.9
H 1.8720 -0.3042 -2.7871 -1.0 -1.1 0.7
H 1.7322 -0.8331 -1.0054 -0.4 -0.3 -1.7
H -0.4964 -2.0185 -2.2138 0.6 0.4 0.2
H -0.7201 0.4972 -5.8738 -0.8 -0.6 0.9
H -0.9588 -1.7738 -5.4902 -0.3 0.8 0.8
H 1.6215 -0.0970 -5.9580 -0.2 -0.4 0.6
H 0.1950 1.4495 -1.8463 -0.9 -0.6 -1.5
H -2.3679 -2.2175 -3.9455 -1.1 1.2 0.9
H -3.7648 -1.0341 -4.2901 1.1 -0.7 1.3
H -3.5803 -2.5430 -1.4460 -0.4 0.2 -1.6
H -5.6736 -1.2236 -1.2557 0.7 -0.5 -1.4
H -5.8702 -1.0468 -3.0861 0.8 -0.9 1.0
H -6.2167 -2.6535 -2.2605 1.1 1.5 0.0
H -2.3620 -1.3039 -0.1984 0.5 0.6 -0.8
H -1.3669 0.7674 -0.3239 0.0 -0.7 -0.7
C -1.1894 4.0111 1.2457 0.0 0.4 -0.7
O -1.1996 2.7965 1.1286 0.2 0.1 -0.3
N -1.3507 4.8998 0.2278 0.2 -0.4 0.9
C -1.3246 6.3325 0.4424 0.0 -0.1 -0.2
C -1.5554 4.3919 -1.1146 -0.1 -0.2 0.2
H -1.0416 4.4970 2.2243 0.0 0.1 0.0
H -2.2790 6.7582 0.1225 0.1 0.2 0.1
H -0.5149 6.7668 -0.1496 -0.1 0.2 0.1
H -1.1632 6.5678 1.4956 0.0 -0.1 -0.1
H -2.4528 3.7697 -1.1264 0.1 0.0 -0.1
H -0.7005 3.7770 -1.3971 -0.1 0.1 -0.1
H -1.6681 5.2131 -1.8233 0.1 0.0 0.1
C -3.1736 1.6882 5.9147 -0.2 0.3 -0.3
O -3.5765 1.9279 7.0379 0.0 0.1 -0.2
N -3.4357 2.4371 4.8065 0.3 -0.7 0.6
C -2.9179 2.0862 3.4974 -0.3 0.3 0.2
C -4.2583 3.6229 4.9406 0.0 -0.1 0.3
H -2.5406 0.8109 5.7027 0.0 0.0 -0.1
H -2.2983 2.9029 3.1305 -0.1 -0.3 0.0
H -3.7563 1.9284 2.8140 0.2 0.0 -0.2
H -2.3186 1.1759 3.5440 0.0 0.1 0.1
H -3.7849 4.3096 5.6469 -0.2 0.1 0.0
H -5.2374 3.3373 5.3331 0.0 0.2 0.0
H -4.3796 4.1154 3.9750 0.1 -0.1 0.1
C 4.7778 -3.5613 1.2675 0.3 -0.3 0.2
O 3.7131 -3.4542 0.6865 0.3 -0.2 0.2
N 5.3765 -4.7371 1.6092 -0.2 0.8 -0.1
C 6.6483 -4.7805 2.3022 -0.2 -0.2 -0.1
C 4.7196 -5.9841 1.2680 -0.2 0.2 -0.1
H 5.3596 -2.6759 1.5718 0.1 0.0 0.0
H 7.3714 -5.3219 1.6868 0.1 0.0 0.2
H 6.5179 -5.3011 3.2545 0.2 0.0 0.0
H 7.0241 -3.7742 2.4934 -0.1 -0.1 -0.1
H 4.5855 -6.0338 0.1846 -0.1 -0.1 0.1
H 3.7363 -6.0130 1.7441 0.0 -0.1 -0.1
H 5.3146 -6.8343 1.6033 0.0 0.2 0.0
C 4.6837 0.1736 2.3464 -0.4 0.3 -0.1
O 5.6388 0.4846 1.6600 -0.3 0.0 0.0
N 3.4610 0.7767 2.3189 0.6 -0.5 0.2
C 2.3705 0.3463 3.1702 0.0 0.2 -0.2
C 3.2453 1.8842 1.4081 0.3 0.0 -0.1
H 4.7398 -0.6546 3.0721 -0.1 0.0 0.1
H 1.5294 0.0380 2.5438 -0.1 0.0 0.2
H 2.0643 1.1806 3.8068 -0.1 -0.1 0.1
H 2.6732 -0.4916 3.8000 0.0 0.1 -0.1
H 3.4224 1.5455 0.3840 0.0 0.2 0.0
H 3.9546 2.6825 1.6403 -0.1 0.0 -0.2
H 2.2256 2.2612 1.4989 0.1 -0.1 0.1